*P*
{"formula": "C3H5N3O", "method": "ωB97M-V/def2-TZVPD", "multiplicity": 1, "lumo_energy_ha": -0.006, "orbital_gap_ev": 8.63, "symbols": ["O", "N", "H", "H", "H", "N", "N", "C", "H", "C", "C", "H"], "coordinates": [[-0.31845, -1.28652, -2.45885], [0.85005, 1.23765, 0.08999], [1.80256, -0.36080, 1.79361], [-1.42143, 0.55808, -0.55760], [0.77589, 2.77504, -0.96526], [-1.02777, -0.22135, -0.04234], [0.19982, 1.96646, -0.70071], [-0.61128, -1.79848, -1.47841], [-1.67251, -0.75525, 0.51645], [0.83290, -0.65560, 1.44161], [0.19444, 0.09704, 0.52990], [0.39578, -1.55627, 1.83159]], "mulliken_charge": [-0.20, -0.11, 0.30, 0.33, 0.25, -0.42, -0.59, 0.11, 0.29, -0.73, 0.53, 0.26]}

---

*Q*
{"formula": "C3H5N3O", "method": "ωB97M-V/def2-TZVPD", "multiplicity": 1, "lumo_energy_ha": -0.007, "orbital_gap_ev": 9.48, "symbols": ["O", "H", "H", "N", "C", "H", "C", "C", "H", "H", "N", "N"], "coordinates": [[0.08763, -0.78096, -0.48857], [1.09343, -0.20203, -2.13428], [-0.97798, -2.23633, 0.01123], [0.60386, 0.83772, 0.98051], [0.66355, 0.51675, -0.20070], [0.81362, 2.11051, -1.70690], [-0.55465, -1.37388, 0.46887], [-1.62519, -0.31565, 0.96941], [1.24711, 1.70676, 1.22632], [0.13051, -1.67986, 1.31411], [1.04049, 0.82752, -1.32701], [-2.52238, 0.58945, 0.88701]], "mulliken_charge": [-0.42, 0.37, 0.28, -0.59, 0.46, 0.36, -0.20, 0.30, 0.25, 0.21, -0.54, -0.49]}

---

What should be chosen as the least stable of them? Choose *Q*.

---

*P*
{"formula": "C3H5N3O", "method": "ωB97M-V/def2-TZVPD", "multiplicity": 1, "smiles": "N/C(=N/[O-])C1=C[NH2+]1", "lumo_energy_ha": 0.011, "orbital_gap_ev": 7.98, "symbols": ["N", "C", "O", "H", "H", "H", "N", "C", "N", "H", "H", "C"], "coordinates": [[0.61665, 1.60168, 0.09743], [1.72949, 0.59517, 0.04447], [1.03398, -2.36229, 0.14237], [-2.36497, -0.70763, -0.73177], [0.37817, 2.12988, -0.73918], [2.73633, 0.63648, 0.41360], [-0.18544, -2.12344, 0.12181], [0.51349, 0.11045, 0.07650], [-1.88497, -0.37149, 0.09982], [-2.37345, -0.78121, 0.89222], [0.33265, 2.06557, 0.95958], [-0.52601, -0.79665, 0.09960]], "mulliken_charge": [-0.20, -0.40, -0.44, 0.28, 0.27, 0.29, -0.22, 0.72, -0.57, 0.29, 0.27, -0.27]}

---

*Q*
{"formula": "C3H5N3O", "method": "ωB97M-V/def2-TZVPD", "multiplicity": 1, "smiles": "Nc1[nH]ncc1O", "lumo_energy_ha": 0.028, "orbital_gap_ev": 9.31, "symbols": ["C", "H", "C", "H", "N", "N", "C", "H", "H", "N", "H", "O"], "coordinates": [[0.26491, 0.58786, -0.10211], [-0.41915, -2.24150, -1.15688], [-0.76629, -1.07129, 1.02412], [0.67916, 1.58582, 1.82324], [0.81588, 1.51219, -0.99400], [0.15531, 0.80798, 1.25826], [-0.32822, -0.64548, -0.29164], [1.70558, 1.21868, -1.41073], [-1.42115, -1.80639, 1.20135], [-0.46273, -0.19314, 1.92720], [0.18059, 1.61966, -1.78967], [-0.40389, -1.37439, -1.48913]], "mulliken_charge": [0.03, 0.32, -0.46, 0.29, -0.61, 0.22, 0.36, 0.27, 0.54, -0.73, 0.29, -0.54]}

---

What should be chosen as the least stable of them? Choose *P*.

---

*P*
{"formula": "C3H5N3O", "method": "ωB97M-V/def2-TZVPD", "multiplicity": 1, "smiles": "C=C(NC#N)ON", "lumo_energy_ha": 0.023, "orbital_gap_ev": 9.77, "symbols": ["N", "C", "N", "H", "C", "H", "H", "O", "C", "H", "H", "N"], "coordinates": [[-3.28692, 1.36249, -0.49873], [-0.23862, -0.12691, 0.17313], [-1.19279, 0.08819, -0.78686], [2.25549, -1.40434, 0.26664], [0.14257, 0.51099, 1.26928], [1.03165, 0.22238, 1.80472], [-0.50201, 1.26644, 1.68284], [0.52695, -1.07071, -0.61133], [-2.29761, 0.78284, -0.63151], [2.18216, 0.01967, -0.56800], [-0.56962, -0.67777, -1.49818], [1.94874, -0.97326, -0.60201]], "mulliken_charge": [-0.46, 0.39, -0.37, 0.27, -0.84, 0.28, 0.27, -0.34, 0.44, 0.29, 0.49, -0.41]}

---

*Q*
{"formula": "C3H5N3O", "method": "ωB97M-V/def2-TZVPD", "multiplicity": 1, "lumo_energy_ha": -0.050, "orbital_gap_ev": 8.11, "symbols": ["O", "N", "N", "H", "C", "H", "H", "N", "C", "C", "H", "H"], "coordinates": [[-2.74472, 0.81153, -0.23734], [0.44610, 1.29556, -0.70771], [0.54734, -0.77340, 0.31937], [-1.75108, -0.28576, 1.10804], [-1.69546, -0.05346, 0.04057], [3.38460, 0.39552, -0.59533], [2.40974, -1.47322, 0.47095], [2.35453, 0.41518, -0.47043], [1.83527, -0.62129, 0.10883], [-0.17237, 0.31839, -0.17326], [-1.77119, -1.01301, -0.49339], [-2.83615, 0.92911, -1.18979]], "mulliken_charge": [-0.50, -0.42, -0.54, 0.30, -0.31, 0.25, 0.40, -0.44, 0.04, 0.60, 0.29, 0.32]}

---

What should be chosen as the least stable of them? Choose *P*.

---

*P*
{"formula": "FHNO3P", "method": "ωB97M-V/def2-TZVPD", "total_charge": -2, "multiplicity": 1, "smiles": "O=P([O-])([O-])NF", "lumo_energy_ha": 0.287, "orbital_gap_ev": 6.87, "symbols": ["N", "O", "O", "F", "P", "O", "H"], "coordinates": [[0.76215, -0.38145, -0.66615], [-1.55453, 1.05323, -0.52164], [-0.06726, 0.69676, 1.50222], [1.75672, 0.54169, -1.15765], [-0.68297, 0.10162, 0.28936], [-1.29423, -1.31022, 0.34700], [1.08013, -0.70163, 0.20687]], "mulliken_charge": [-0.40, -0.86, -0.79, -0.27, 0.89, -0.80, 0.23]}

---

*Q*
{"formula": "FHNO3P", "method": "ωB97M-V/def2-TZVPD", "total_charge": -2, "multiplicity": 1, "lumo_energy_ha": 0.266, "orbital_gap_ev": 5.48, "symbols": ["N", "O", "O", "H", "O", "P", "F"], "coordinates": [[1.91113, -0.03758, 0.80868], [-0.99135, -0.20216, -1.73288], [-1.43661, -1.36643, 0.53824], [0.82869, 0.00794, 0.75120], [-1.53296, 1.12645, 0.41018], [-1.17397, -0.13712, -0.26237], [2.39506, 0.60890, -0.51304]], "mulliken_charge": [-0.54, -0.64, -0.65, 0.05, -0.64, 0.84, -0.41]}

---

What should be chosen as the least stable of them? Choose *Q*.

---

*P*
{"formula": "C4H8O", "method": "ωB97M-V/def2-TZVPD", "multiplicity": 1, "smiles": "C=CC.C=O", "lumo_energy_ha": 0.021, "orbital_gap_ev": 10.35, "symbols": ["H", "C", "H", "H", "H", "H", "C", "C", "H", "H", "C", "H", "O"], "coordinates": [[2.52517, 1.49992, -0.49459], [0.13303, -0.57081, 0.04441], [3.12764, -0.08959, -0.68641], [1.63578, 0.38847, -1.73217], [2.04742, -0.35588, 1.23235], [-2.36470, 0.52593, -0.04667], [1.34935, -0.03806, 0.38646], [2.19100, 0.52324, -0.72855], [-0.57344, -1.06117, 0.62512], [-0.22866, -0.37282, -0.91261], [-3.04998, 0.02289, 0.52901], [-2.80045, -1.01298, 0.63458], [-3.99216, 0.54086, 1.14906]], "mulliken_charge": [0.29, -0.84, 0.23, 0.26, 0.26, 0.21, 0.15, -0.80, 0.27, 0.19, 0.03, 0.20, -0.43]}

---

*Q*
{"formula": "C4H8O", "method": "ωB97M-V/def2-TZVPD", "multiplicity": 1, "lumo_energy_ha": 0.019, "orbital_gap_ev": 8.74, "symbols": ["H", "H", "O", "H", "C", "H", "C", "H", "H", "C", "H", "H", "C"], "coordinates": [[-2.30933, -0.67316, -0.50971], [0.17252, -1.51907, -2.17696], [-0.11397, 0.93932, 0.12412], [-1.55409, -2.02517, -2.56066], [0.09913, -0.27927, 0.47389], [-0.30064, -0.63347, 1.43632], [1.16310, 1.70950, 1.33041], [0.46009, 2.13915, 2.03754], [1.87765, 1.03544, 1.80076], [-0.87889, -1.47435, -1.90814], [1.02834, -0.76113, 0.13630], [1.64571, 2.39287, 0.64324], [-1.28961, -0.85064, -0.82711]], "mulliken_charge": [0.31, 0.21, -0.38, 0.26, -0.37, 0.30, -0.61, 0.25, 0.33, -0.57, 0.34, 0.24, -0.32]}

---

What should be chosen as the least stable of them? Choose *Q*.

---

*P*
{"formula": "C4H8O", "method": "ωB97M-V/def2-TZVPD", "multiplicity": 1, "smiles": "C/C=C/CO", "lumo_energy_ha": 0.037, "orbital_gap_ev": 10.61, "symbols": ["H", "H", "H", "C", "C", "H", "O", "C", "H", "H", "H", "H", "C"], "coordinates": [[-0.55926, 0.35426, 1.48920], [-2.85998, -0.15907, -0.12790], [2.06575, -0.95005, -0.78101], [1.59927, 0.82156, -0.01912], [0.22051, 0.39418, -0.38260], [1.71188, 1.05902, 1.04316], [2.52280, -0.20721, -0.38348], [-0.80435, 0.21888, 0.43417], [1.95696, 1.72402, -0.52668], [-2.23184, -1.21009, 1.12404], [-1.79665, -1.37414, -0.65076], [0.13972, 0.04188, -1.41392], [-1.96482, -0.71325, 0.19489]], "mulliken_charge": [0.22, 0.27, 0.31, -0.27, -0.39, 0.26, -0.51, -0.06, 0.20, 0.30, 0.34, 0.36, -1.03]}

---

*Q*
{"formula": "C4H8O", "method": "ωB97M-V/def2-TZVPD", "multiplicity": 1, "lumo_energy_ha": 0.026, "orbital_gap_ev": 8.47, "symbols": ["O", "H", "H", "C", "C", "H", "H", "H", "H", "H", "H", "C", "C"], "coordinates": [[1.50536, 1.34650, -0.72140], [-0.90657, -1.58846, -0.45403], [-2.39377, 0.20186, -0.24700], [1.01980, -0.75961, 0.17307], [-1.50811, 0.56042, 0.27288], [2.88652, 0.29747, 0.34694], [-0.30565, -0.04150, 0.55330], [-1.68532, 0.54102, 1.35600], [-0.27521, -0.15364, -1.44229], [1.27446, -1.60209, 0.80305], [-1.17806, 1.54059, -0.06827], [-0.29588, -0.69131, -0.49521], [1.86245, 0.34876, -0.07704]], "mulliken_charge": [-0.63, 0.37, 0.38, -0.90, -1.12, 0.34, 0.25, 0.38, 0.25, 0.40, 0.33, -0.08, 0.03]}

---

*R*
{"formula": "C4H8O", "method": "ωB97M-V/def2-TZVPD", "multiplicity": 1, "smiles": "C/C=C(/C)O", "lumo_energy_ha": 0.033, "orbital_gap_ev": 9.34, "symbols": ["H", "H", "H", "H", "C", "O", "H", "H", "H", "H", "C", "C", "C"], "coordinates": [[0.77459, 1.12498, 1.29687], [-1.30365, 0.17142, 2.54206], [1.83497, -0.69112, -1.64150], [1.48892, 0.94747, -1.79597], [1.62050, 0.18108, -1.01928], [-0.55552, -0.88755, -0.92769], [-0.06170, -1.50174, -1.44401], [-1.71338, -0.62810, 1.02701], [-2.05967, 1.16364, 1.32637], [2.40130, 0.54264, -0.35954], [0.31517, -0.01857, -0.30471], [-0.01833, 0.52686, 0.86616], [-1.39729, 0.31381, 1.46572]], "mulliken_charge": [0.28, 0.29, 0.36, 0.27, -1.25, -0.52, 0.28, 0.28, 0.26, 0.30, 0.68, -0.26, -0.97]}

---

*S*
{"formula": "C4H8O", "method": "ωB97M-V/def2-TZVPD", "multiplicity": 1, "lumo_energy_ha": 0.015, "orbital_gap_ev": 8.76, "symbols": ["H", "C", "H", "O", "H", "C", "H", "C", "H", "H", "C", "H", "H"], "coordinates": [[-0.78128, -0.41214, -2.30302], [-0.92264, 0.68340, 1.02932], [-0.14448, -1.48980, -0.99325], [0.88573, -0.88185, 1.07207], [-1.38778, 1.44918, 0.40256], [0.02076, -0.57338, -1.57629], [0.92504, -0.71536, -2.19401], [0.32995, 0.67284, -0.83375], [1.76050, -1.09077, 0.72086], [-0.95901, 1.02591, 2.06304], [0.54603, 0.42074, 0.60431], [-1.47943, -0.25392, 0.93718], [1.20661, 1.16515, 1.07098]], "mulliken_charge": [0.31, -1.29, 0.30, -0.57, 0.40, -0.87, 0.34, -0.41, 0.32, 0.35, 0.43, 0.33, 0.36]}

---

What should be chosen as the least stable of them? Choose *Q*.

---

*P*
{"formula": "C4H8O", "method": "ωB97M-V/def2-TZVPD", "multiplicity": 1, "lumo_energy_ha": 0.034, "orbital_gap_ev": 10.98, "symbols": ["C", "H", "O", "H", "H", "H", "H", "H", "H", "C", "C", "C", "H"], "coordinates": [[1.22321, -0.28664, 0.55360], [-0.31222, -2.02252, 0.46101], [1.23969, 0.51940, -0.98621], [-0.52984, 2.15977, -1.49272], [2.32703, -1.14626, 0.43545], [-0.74814, -0.73562, -1.62155], [-0.87502, -0.60667, 1.54256], [1.42481, 0.53512, 1.65033], [-0.29945, 1.68367, 0.63755], [-0.95618, -0.15343, -0.64956], [-0.27731, -0.89867, 0.53382], [-0.16773, 1.17759, -0.58470], [-2.04886, -0.22573, -0.47957]], "mulliken_charge": [-0.35, 0.31, -0.42, 0.26, 0.27, 0.25, 0.23, 0.21, 0.18, -0.43, -0.48, -0.33, 0.31]}

---

*Q*
{"formula": "C4H8O", "method": "ωB97M-V/def2-TZVPD", "multiplicity": 1, "smiles": "OCC1CC1", "lumo_energy_ha": 0.039, "orbital_gap_ev": 11.17, "symbols": ["C", "C", "H", "H", "H", "C", "H", "H", "O", "H", "H", "C", "H"], "coordinates": [[0.03899, 0.43394, -0.51459], [-1.28302, 0.55613, 0.18368], [1.44779, -1.56014, 0.50354], [2.19231, 0.49169, -0.35910], [-0.66105, -1.55583, 0.16804], [-0.91202, -0.72978, -0.49056], [0.13414, 0.95985, -1.46348], [-2.05614, 1.16732, -0.27303], [1.44981, -0.79489, 1.09808], [-1.42360, -1.00695, -1.40556], [1.35268, 1.19797, 1.02107], [1.32347, 0.37092, 0.30617], [-1.26878, 0.57040, 1.27148]], "mulliken_charge": [0.17, -0.69, 0.32, 0.31, 0.26, -0.59, 0.38, 0.27, -0.53, 0.25, 0.29, -0.68, 0.25]}

---

What should be chosen as the least stable of them? Choose *P*.

---

*P*
{"formula": "C4H8O", "method": "ωB97M-V/def2-TZVPD", "multiplicity": 1, "smiles": "CC1(O)CC1", "lumo_energy_ha": 0.038, "orbital_gap_ev": 10.87, "symbols": ["O", "H", "H", "H", "C", "H", "C", "C", "H", "H", "H", "C", "H"], "coordinates": [[-1.17967, -0.61165, -1.13246], [0.68462, -0.40372, 1.68140], [1.92503, 0.34637, -0.13874], [1.22209, 0.69687, -1.72993], [-0.27991, -0.36455, 1.18913], [-1.06871, -1.57088, -1.14386], [1.18686, 0.01283, -0.87807], [-0.20131, -0.07565, -0.28113], [1.50657, -0.97865, -1.22370], [-1.03067, -1.04437, 1.58229], [-0.15584, 1.86959, 0.85665], [-0.72942, 0.97192, 0.64362], [-1.80480, 1.12034, 0.58901]], "mulliken_charge": [-0.55, 0.23, 0.32, 0.28, -0.81, 0.36, -1.25, 0.97, 0.33, 0.27, 0.24, -0.66, 0.27]}

---

*Q*
{"formula": "C4H8O", "method": "ωB97M-V/def2-TZVPD", "multiplicity": 1, "smiles": "C[C@H]1C[C@H]1O", "lumo_energy_ha": 0.037, "orbital_gap_ev": 10.84, "symbols": ["C", "H", "C", "C", "H", "H", "H", "H", "H", "H", "C", "H", "O"], "coordinates": [[1.11005, -0.09452, -0.45411], [-2.14886, 0.49365, 0.66195], [0.89418, 0.40717, 0.93939], [-1.48844, -0.05574, -0.01743], [-1.37910, -1.06914, 0.38432], [0.66469, -0.36278, 1.67199], [0.28851, -1.68974, -1.15577], [-0.21214, 1.65925, -0.51852], [1.48545, 1.23868, 1.31044], [-1.99698, -0.12148, -0.98737], [-0.15379, 0.64834, -0.11861], [1.85199, 0.42446, -1.06261], [1.08443, -1.47815, -0.65367]], "mulliken_charge": [-0.04, 0.34, -0.64, -1.47, 0.37, 0.25, 0.32, 0.33, 0.25, 0.33, 0.20, 0.31, -0.54]}

---

What should be chosen as the least stable of them? Choose *Q*.